(1)
78
Properties=species:S:1:pos:R:3 method="wB97M-V/def2-TZVPD" spin_multiplicity=2 e_lumo_ev="3.95 / 3.94" s2=0.770 e_above_lowest_ev=2.421 homo_ev="-0.43 / -2.25" charge=-2
Bi 0.55 0.49 -0.04
C 2.40 -1.62 -2.22
O 1.53 -0.51 -2.47
C 0.67 -0.76 -3.57
C -0.56 -1.58 -3.29
O -1.49 -0.77 -2.59
C -2.65 -1.45 -2.13
C -2.53 -2.00 -0.72
O -3.05 -1.00 0.13
C -2.90 -1.27 1.51
H 2.91 -1.90 -3.15
H 3.15 -1.27 -1.51
H 1.86 -2.46 -1.80
H 0.35 0.21 -3.94
H 1.27 -1.25 -4.35
H -1.01 -1.85 -4.26
H -0.33 -2.51 -2.75
H -3.44 -0.70 -2.09
H -2.93 -2.22 -2.85
H -3.11 -2.93 -0.62
H -1.49 -2.21 -0.47
H -3.58 -2.07 1.83
H -1.87 -1.57 1.74
H -3.12 -0.35 2.05
Cl 4.28 -5.40 4.05
C 3.29 -4.35 3.05
C 3.00 -3.07 3.46
C 2.22 -2.24 2.67
Cl 1.83 -0.68 3.30
C 1.71 -2.62 1.40
O 1.00 -1.88 0.62
C 2.00 -3.98 1.08
Cl 1.27 -4.68 -0.35
C 2.77 -4.82 1.86
H 3.36 -2.70 4.42
H 2.97 -5.84 1.53
Se 4.32 1.23 -4.00
Sb 3.45 2.58 -2.18
Se 2.91 1.39 0.21
Se 1.04 3.15 -2.78
Se 4.68 4.60 -1.64
O -1.05 1.08 1.87
P -1.10 2.62 1.85
C 0.37 3.26 2.77
C 0.56 2.61 4.00
C 1.70 2.84 4.76
C 2.67 3.73 4.30
C 2.49 4.38 3.10
C 1.35 4.14 2.34
C -2.12 3.32 0.54
C -1.83 2.53 -0.69
C -2.27 3.15 -1.96
C -2.59 4.44 -2.02
C -2.71 5.25 -0.81
C -2.54 4.69 0.41
C -2.34 3.00 3.23
C -3.49 2.21 3.28
C -4.54 2.51 4.14
C -4.46 3.64 4.96
C -3.34 4.44 4.92
C -2.28 4.12 4.06
H -0.17 1.90 4.35
H 1.84 2.31 5.69
H 3.58 3.89 4.88
H 3.25 5.04 2.71
H 1.25 4.65 1.39
H -2.04 1.46 -0.63
H -2.23 2.54 -2.85
H -2.82 4.90 -2.97
H -3.02 6.28 -0.90
H -2.73 5.27 1.31
H -3.55 1.34 2.63
H -5.42 1.88 4.17
H -5.28 3.88 5.63
H -3.27 5.32 5.55
H -1.40 4.75 4.04
S 0.47 4.20 -0.84
C -0.46 2.94 -0.06



(2)
72
Properties=species:S:1:pos:R:3 method="wB97M-V/def2-TZVPD" e_lumo_ev=3.87 e_above_lowest_ev=0.406 homo_ev=-2.03 charge=-2
Cs -0.09 -0.74 -1.24
C 0.57 4.69 0.77
N 0.21 3.36 1.23
C -1.24 3.16 1.27
C -1.78 2.35 0.10
C -1.79 3.07 -1.24
N -2.29 2.18 -2.28
C -1.71 2.15 -3.41
C -0.50 2.88 -3.85
C -0.59 3.71 -4.96
C 0.49 4.45 -5.42
C 1.70 4.34 -4.74
C 1.83 3.50 -3.65
C 0.75 2.71 -3.15
O 0.86 1.91 -2.17
C 0.87 3.00 2.47
C 0.97 1.49 2.66
C 2.09 0.85 1.84
N 2.12 -0.58 2.08
C 2.27 -1.35 1.08
C 2.27 -2.80 1.13
C 2.46 -3.48 2.34
C 2.46 -4.86 2.41
C 2.25 -5.58 1.23
C 2.06 -4.95 0.03
C 2.05 -3.52 -0.10
O 1.85 -2.94 -1.21
H 0.27 5.48 1.48
H 0.11 4.90 -0.19
H 1.65 4.74 0.64
H -1.76 4.13 1.33
H -1.49 2.63 2.19
H -2.78 1.97 0.32
H -1.14 1.47 -0.02
H -0.80 3.47 -1.46
H -2.50 3.91 -1.19
H -2.18 1.50 -4.15
H -1.55 3.78 -5.48
H 0.39 5.10 -6.29
H 2.56 4.91 -5.07
H 2.78 3.41 -3.13
H 0.36 3.46 3.34
H 1.88 3.41 2.44
H 0.02 1.01 2.39
H 1.14 1.26 3.71
H 3.04 1.29 2.17
H 1.97 1.10 0.77
H 2.40 -0.95 0.07
H 2.61 -2.88 3.23
H 2.60 -5.36 3.36
H 2.23 -6.67 1.27
H 1.89 -5.52 -0.88
C -0.28 -1.81 4.38
C -1.63 -2.27 3.91
C -2.51 -2.94 4.79
C -3.74 -3.32 4.36
C -4.13 -3.06 3.02
C -5.38 -3.42 2.47
Br -6.71 -4.30 3.53
C -5.67 -3.14 1.16
C -4.73 -2.50 0.35
Br -5.19 -2.18 -1.47
C -3.44 -2.10 0.78
O -2.59 -1.55 0.06
C -3.18 -2.40 2.20
N -1.97 -2.02 2.67
H 0.20 -2.58 4.98
H -0.38 -0.91 5.01
H 0.36 -1.56 3.54
H -2.18 -3.14 5.81
H -4.43 -3.83 5.01
H -6.62 -3.42 0.74



(3)
75
Properties=species:S:1:pos:R:3 method="wB97M-V/def2-TZVPD" e_lumo_ev=4.02 homo_ev=-1.42 charge=-2
Pt -0.91 -0.66 -0.62
Br -7.84 1.41 -1.11
C -6.26 0.37 -0.96
C -6.34 -0.99 -0.75
Br -8.03 -1.85 -0.63
C -5.16 -1.73 -0.61
Br -5.24 -3.59 -0.19
C -3.89 -1.17 -0.71
O -2.83 -1.86 -0.51
C -3.80 0.26 -0.97
O -2.67 0.84 -1.08
C -5.00 0.97 -1.04
Br -4.87 2.86 -1.24
C -0.69 -2.29 3.40
C -1.51 -1.01 3.28
C -1.63 -0.30 4.63
P -0.87 -0.12 1.74
C -1.55 1.63 1.77
C -3.06 1.63 2.00
C -0.84 2.63 2.67
C 0.91 0.12 1.95
C 1.54 0.31 3.17
C 2.92 0.47 3.28
C 3.58 0.65 4.61
C 3.67 0.45 2.10
C 3.08 0.27 0.88
C 1.68 0.08 0.75
N 1.10 -0.12 -0.44
C 1.86 -0.09 -1.60
C 1.94 1.09 -2.35
C 1.18 2.28 -1.87
C 2.73 1.12 -3.49
C 3.42 -0.01 -3.91
C 4.31 0.05 -5.11
C 3.29 -1.19 -3.18
C 2.52 -1.25 -2.04
C 2.34 -2.52 -1.27
H -1.13 -2.97 4.12
H 0.33 -2.07 3.71
H -0.65 -2.78 2.43
H -2.52 -1.29 2.97
H -0.67 -0.03 5.04
H -2.12 -0.97 5.34
H -2.24 0.60 4.55
H -1.38 1.94 0.73
H -3.31 1.66 3.06
H -3.51 0.73 1.57
H -3.52 2.49 1.51
H -0.98 2.40 3.73
H -1.24 3.63 2.49
H 0.23 2.65 2.47
H 0.95 0.35 4.06
H 2.83 0.85 5.38
H 4.28 1.48 4.59
H 4.13 -0.25 4.90
H 4.74 0.59 2.15
H 3.68 0.26 -0.02
H 1.56 2.61 -0.90
H 0.13 2.01 -1.74
H 1.25 3.11 -2.58
H 2.80 2.03 -4.07
H 3.81 0.56 -5.94
H 4.58 -0.96 -5.44
H 5.22 0.59 -4.88
H 3.80 -2.08 -3.52
H 2.71 -3.37 -1.83
H 1.27 -2.67 -1.07
H 2.85 -2.46 -0.30
O -0.76 -1.32 -2.70
N -0.42 -0.51 -3.64
C 0.36 -0.88 -4.64
C 0.71 0.04 -5.63
N 1.02 0.72 -6.51
C 0.88 -2.17 -4.87
N 1.26 -3.24 -5.07



Number 1: M 1299.6 g mol⁻¹. Number 2: M 800.3 g mol⁻¹. Number 3: M 1053.3 g mol⁻¹.